The following is a DFT calculation (wB97M-V/def2-TZVPD) of C38H46N4OSSbSi2Tc as an isolated structure in a non-equilibrium geometry.

Geometry as XYZ:
```
94
Properties=species:S:1:pos:R:3:mulliken_charge:R:1
Tc -0.32 1.33 0.84 -0.11
C -1.94 2.33 3.44 -1.64
N -1.07 2.97 2.43 1.28
C 0.11 3.52 3.13 -1.46
C -1.81 4.05 1.74 -1.89
C -1.76 3.93 0.24 1.30
C -2.32 4.95 -0.53 -0.81
C -2.31 4.87 -1.91 -0.61
C -1.74 3.76 -2.52 -1.16
C -1.18 2.76 -1.75 -0.37
C -1.17 2.79 -0.34 1.77
H -2.19 3.02 4.26 0.31
H -1.43 1.47 3.87 0.41
H -2.85 1.98 2.96 0.44
H -0.20 4.18 3.95 0.37
H 0.73 4.07 2.42 0.41
H 0.68 2.71 3.55 0.33
H -1.42 5.02 2.05 0.43
H -2.85 4.03 2.07 0.49
H -2.76 5.81 -0.04 0.40
H -2.74 5.66 -2.50 0.37
H -1.71 3.69 -3.60 0.48
H -0.69 1.93 -2.26 0.15
S -1.26 -0.48 2.31 -0.54
Sb -1.52 -2.16 0.63 1.57
C -2.79 -1.92 -1.07 0.99
C -2.69 -0.84 -1.95 -0.08
C -3.56 -0.53 -2.97 -0.94
C -4.59 -1.45 -3.19 -0.49
C -4.70 -2.58 -2.40 -0.93
C -3.83 -2.81 -1.35 -0.52
C 0.45 -2.99 0.51 0.54
C 0.99 -3.16 1.78 -0.57
C 2.27 -3.66 1.90 -0.84
C 3.00 -3.88 0.74 -0.83
C 2.55 -3.48 -0.52 -0.16
C 1.18 -3.20 -0.65 -1.04
C -2.65 -3.80 1.40 0.05
C -2.06 -5.06 1.53 -0.32
C -2.80 -6.13 2.02 -0.63
C -4.13 -5.95 2.38 -0.53
C -4.72 -4.70 2.26 -0.52
C -3.98 -3.63 1.77 -0.35
H -0.92 0.34 -1.18 -0.40
H -3.46 0.36 -3.56 0.50
H -5.30 -1.27 -3.99 0.38
H -5.50 -3.29 -2.60 0.40
H -3.97 -3.69 -0.74 0.43
H 0.40 -2.91 2.66 0.44
H 2.71 -3.87 2.87 0.44
H 4.01 -4.25 0.83 0.35
H 3.29 -3.77 -1.26 0.34
H 0.75 -3.13 -1.63 1.16
H -1.03 -5.20 1.26 0.34
H -2.34 -7.10 2.11 0.40
H -4.71 -6.78 2.76 0.37
H -5.75 -4.55 2.54 0.40
H -4.45 -2.65 1.69 0.41
C 2.12 0.51 -4.10 -1.28
Si 1.64 -0.18 -2.40 0.28
C 0.12 -1.26 -2.85 0.00
C 2.91 -1.48 -1.84 -0.65
C 1.58 1.03 -1.02 1.66
Si 2.81 2.38 -0.88 -0.54
C 2.93 3.41 -2.47 -1.21
C 4.56 1.80 -0.50 -1.08
C 2.40 3.68 0.43 -0.67
H 1.98 -0.28 -4.84 0.34
H 3.15 0.86 -4.16 0.29
H 1.47 1.34 -4.37 0.35
H 0.47 -2.02 -3.56 0.75
H -0.77 -0.83 -3.33 0.23
H -0.26 -1.70 -1.94 -1.15
H 2.83 -2.43 -2.46 0.41
H 2.58 -1.75 -0.90 -0.03
H 3.89 -1.00 -1.72 0.16
H 1.51 0.53 -0.06 -0.90
H 3.44 2.89 -3.28 0.31
H 3.50 4.32 -2.26 0.38
H 1.94 3.70 -2.82 0.28
H 4.95 1.16 -1.30 0.30
H 4.60 1.22 0.43 0.31
H 5.25 2.65 -0.38 0.33
H 1.42 4.13 0.23 0.20
H 3.16 4.47 0.42 0.47
H 2.39 3.26 1.44 0.06
N 1.54 0.98 2.17 -0.17
C 2.58 0.73 2.62 0.50
C 3.81 0.43 3.20 -0.17
C 4.05 -0.89 3.65 0.10
N 4.25 -1.97 4.01 -0.62
C 4.78 1.44 3.34 -0.04
N 5.57 2.28 3.45 -0.60
O -1.08 -0.09 -0.32 -0.32
```

- Charge: -1
- Energy above the lowest of the compared OMol25 structures with the same formula, charge and spin: 83.2 kcal per mole
- E_HOMO (spin up / spin down): -4.1 / -4.4 eV
- ⟨S²⟩: 3.80
- 2S+1: 4
- Gap between HOMO and LUMO (spin up / spin down): 6.354 / 6.227 eV

=====

The following is a DFT calculation (wB97M-V/def2-TZVPD) of an isolated ion of composition C6H14NO and charge -1 in a non-equilibrium geometry.

Geometry as XYZ:
```
22
Properties=species:S:1:pos:R:3:mulliken_charge:R:1
C -0.98 -1.45 2.70 -1.21
C -1.05 -1.01 1.25 -0.34
N 0.14 -0.28 0.85 -0.56
C 0.03 0.27 -0.49 0.27
C 1.26 1.22 -0.77 -0.95
C 0.76 2.53 -1.36 -1.25
C 0.07 -0.92 -1.54 -0.87
O 0.80 -1.95 -1.10 -0.90
H -1.99 -1.67 3.07 0.34
H -0.56 -0.63 3.28 0.34
H -0.42 -2.38 2.83 0.27
H -1.16 -1.87 0.57 0.30
H -1.98 -0.48 1.01 0.36
H 0.87 -0.98 0.70 0.37
H -0.88 0.86 -0.69 0.38
H 1.82 0.65 -1.51 0.34
H 1.90 1.26 0.10 0.37
H 0.09 3.02 -0.67 0.34
H 1.58 3.20 -1.66 0.40
H 0.32 2.31 -2.33 0.30
H -1.02 -1.20 -1.71 0.27
H 0.40 -0.50 -2.52 0.44
```

- Charge: -1
- SMILES: CCN[C@@H](CC)C[O-]
- Energy above the lowest of the compared OMol25 structures with the same formula, charge and spin: 15.4 kcal per mole
- E_HOMO: -2.6 eV
- Gap between HOMO and LUMO: 6.678 eV

=====

The following is a DFT calculation (wB97M-V/def2-TZVPD) of C5H7N in the gas phase in a non-equilibrium geometry.

Geometry as XYZ:
```
13
Properties=species:S:1:pos:R:3:mulliken_charge:R:1
N 1.74 0.66 0.93 -0.68
C 0.31 0.42 0.47 0.69
C 0.17 -1.14 0.32 -0.57
C -0.80 -1.39 -0.60 -0.41
C -1.34 -0.08 -1.06 -0.16
C -0.44 0.92 -0.57 -0.80
H 2.30 0.62 0.16 0.26
H 1.95 1.69 1.06 0.25
H -0.44 0.41 1.40 0.23
H 0.88 -1.81 1.00 0.29
H -1.14 -2.36 -1.00 0.37
H -2.30 0.11 -1.67 0.33
H -0.88 1.94 -0.44 0.20
```

- Charge: 0
- SMILES: NC1C=CC=C1
- Energy above the lowest of the compared OMol25 structures with the same formula, charge and spin: 71.2 kcal per mole
- E_HOMO: -8.6 eV
- Gap between HOMO and LUMO: 9.096 eV

=====

The following is a DFT calculation (wB97M-V/def2-TZVPD) of C4H8O2 in the gas phase.

Geometry as XYZ:
```
14
Properties=species:S:1:pos:R:3:mulliken_charge:R:1
C -1.55 -0.52 0.25 -1.34
C -0.17 0.06 -0.01 1.27
C 1.04 -0.86 -0.33 -0.70
O 2.20 -0.32 0.26 -0.53
C 0.02 1.46 -0.38 -0.60
O 0.15 1.05 0.98 -0.58
H -1.78 -0.31 1.31 0.31
H -1.58 -1.61 0.10 0.35
H -2.34 -0.05 -0.34 0.31
H 1.23 -0.90 -1.41 0.27
H 0.86 -1.88 0.02 0.34
H 1.88 0.16 1.04 0.35
H -0.83 2.10 -0.62 0.29
H 0.98 1.75 -0.80 0.27
```

- Charge: 0
- SMILES: C[C@@]1(CO)CO1
- Energy above the lowest of the compared OMol25 structures with the same formula, charge and spin: 48.7 kcal per mole
- E_HOMO: -10.2 eV
- Gap between HOMO and LUMO: 11.122 eV

=====

Which value of charge does entry 2 give?
-1